1.
Molecular formula: C4H11NO
Method: DFT, ωB97M-V with the def2-TZVPD basis set

Its largest force on an atom is 2.53 eV/A. The SMILES is C=CN.CCO. The HOMO energy comes out at -8.01 eV. The energy relative to the best compared isomer or geometry (same formula, charge and spin) is 2.091 eV. The value obtained for the HOMO-LUMO gap is 8.7 eV.

Element x y z (Å)
C1 2.927 -1.640 -0.569
C2 1.801 -0.976 -0.841
N1 1.430 0.184 -0.145
H1 3.120 -2.685 -0.927
H2 3.795 -1.130 -0.198
H3 0.956 -1.507 -1.336
H4 2.333 0.661 0.192
H5 0.755 0.867 -0.587
C3 -2.222 -0.468 0.396
C4 -2.171 0.961 0.875
O1 -1.182 1.618 0.163
H6 -3.013 -1.036 0.963
H7 -1.240 -0.968 0.447
H8 -2.515 -0.653 -0.685
H9 -3.179 1.426 0.687
H10 -2.082 1.001 1.965
H11 -1.496 2.532 0.021

Results of the natural (NBO) charge analysis, in e, for atoms 1 through 4: -0.53 0.01 -0.83 0.21


2.
Molecular formula: C4H11NO
Method: DFT, ωB97M-V with the def2-TZVPD basis set

Its largest force on an atom is 6.34 eV/A. The HOMO energy comes out at -9.32 eV. The energy relative to the best compared isomer or geometry (same formula, charge and spin) is 5.921 eV. The value obtained for the HOMO-LUMO gap is 10.4 eV.

Element x y z (Å)
C1 1.524 -0.466 -1.639
C2 0.228 0.000 -0.978
C3 0.333 -0.354 0.597
C4 -1.061 -0.607 1.065
H1 1.534 -0.431 -2.770
H2 2.489 -0.101 -1.200
H3 1.512 -1.697 -1.082
H4 -0.437 -0.625 -1.548
H5 -0.052 1.010 -1.215
H6 0.705 0.297 1.365
H7 0.795 -1.442 0.293
H8 -0.954 -0.692 2.158
H9 -1.693 -1.247 0.712
H10 -0.662 1.905 0.217
H11 -1.393 2.315 1.801
N1 -0.942 1.596 1.282
O1 -1.924 0.539 0.941

Results of the natural (NBO) charge analysis, in e, for atoms 1 through 4: -0.56 -0.43 -0.45 -0.06


3.
Molecular formula: C4H11NO
Method: DFT, ωB97M-V with the def2-TZVPD basis set

Its largest force on an atom is 1.35 eV/A. The SMILES is CN[C@H](C)CO. The HOMO energy comes out at -8.60 eV. The energy relative to the best compared isomer or geometry (same formula, charge and spin) is 1.524 eV. The value obtained for the HOMO-LUMO gap is 9.7 eV.

Element x y z (Å)
C1 -2.026 0.216 -0.524
N1 -1.068 0.361 0.586
C2 0.333 0.455 0.265
C3 0.819 1.598 -0.650
C4 0.846 -0.910 -0.253
O1 1.027 -1.800 0.860
H1 -2.992 0.121 -0.041
H2 -1.777 -0.680 -1.088
H3 -2.045 1.035 -1.245
H4 -1.395 1.103 1.170
H5 0.842 0.530 1.233
H6 1.667 1.238 -1.220
H7 1.051 2.521 -0.119
H8 -0.029 1.933 -1.258
H9 0.090 -1.391 -0.879
H10 1.807 -0.808 -0.750
H11 1.840 -2.320 0.767

Results of the natural (NBO) charge analysis, in e, for atoms 1 through 4: -0.42 -0.62 -0.08 -0.64


4.
Molecular formula: C4H11NO
Method: DFT, ωB97M-V with the def2-TZVPD basis set

Its largest force on an atom is 3.41 eV/A. The HOMO energy comes out at -9.58 eV. The energy relative to the best compared isomer or geometry (same formula, charge and spin) is 6.970 eV. The value obtained for the HOMO-LUMO gap is 7.8 eV.

Element x y z (Å)
C1 1.668 0.399 2.003
C2 1.183 0.395 0.557
N1 -0.284 0.167 0.601
C3 -0.712 -0.204 -0.721
C4 -2.125 -0.262 -1.322
O1 0.328 -0.757 -2.553
H1 1.110 1.169 2.532
H2 2.742 0.539 2.106
H3 1.417 -0.567 2.448
H4 1.693 -0.263 -0.145
H5 1.234 1.415 0.168
H6 -0.566 -0.573 1.234
H7 -0.176 -1.186 -1.125
H8 -0.224 0.551 -1.341
H9 -1.916 -0.327 -2.381
H10 -2.685 -1.136 -0.991
H11 -2.687 0.639 -1.071

Results of the natural (NBO) charge analysis, in e, for atoms 1 through 4: -0.62 -0.22 -0.54 -0.14


5.
Molecular formula: C4H11NO
Method: DFT, ωB97M-V with the def2-TZVPD basis set

Its largest force on an atom is 2.12 eV/A. The SMILES is C[C@H](O)CCN. The HOMO energy comes out at -9.22 eV. The energy relative to the best compared isomer or geometry (same formula, charge and spin) is 0.873 eV. The value obtained for the HOMO-LUMO gap is 10.0 eV.

Element x y z (Å)
C1 -2.015 -0.671 0.449
C2 -0.792 -0.041 -0.181
O1 -0.450 -0.636 -1.440
C3 0.410 -0.065 0.767
C4 1.757 0.007 0.067
N1 2.068 1.286 -0.601
H1 -1.736 -1.641 0.860
H2 -2.866 -0.843 -0.186
H3 -2.373 -0.076 1.289
H4 -1.033 1.008 -0.409
H5 -1.154 -0.385 -2.043
H6 0.217 0.678 1.528
H7 0.385 -1.077 1.200
H8 2.513 -0.162 0.841
H9 1.864 -0.774 -0.671
H10 1.492 1.333 -1.428
H11 1.714 2.059 -0.042

Results of the natural (NBO) charge analysis, in e, for atoms 1 through 4: -0.63 0.10 -0.73 -0.43


6.
Molecular formula: C4H11NO
Method: DFT, ωB97M-V with the def2-TZVPD basis set

Its largest force on an atom is 3.49 eV/A. The SMILES is CC/C=C/N.O. The HOMO energy comes out at -8.82 eV. The energy relative to the best compared isomer or geometry (same formula, charge and spin) is 3.311 eV. The value obtained for the HOMO-LUMO gap is 9.6 eV.

Element x y z (Å)
C1 -2.592 0.213 0.714
C2 -1.199 -0.554 0.395
C3 -0.352 0.104 -0.726
C4 0.718 0.915 -0.611
N1 1.873 0.835 -1.408
H1 -2.619 1.261 0.411
H2 -3.491 -0.308 0.192
H3 -2.768 0.138 1.865
H4 -1.496 -1.608 0.064
H5 -0.607 -0.651 1.433
H6 -0.696 -0.014 -1.833
H7 0.787 1.561 0.344
H8 1.663 1.316 -2.306
H9 2.290 -0.058 -1.725
O1 3.277 -0.999 1.088
H10 2.520 -0.875 1.722
H11 2.693 -1.278 0.380

Results of the natural (NBO) charge analysis, in e, for atoms 1 through 4: -0.62 -0.44 -0.22 -0.02


7.
Molecular formula: C4H11NO
Method: DFT, ωB97M-V with the def2-TZVPD basis set

Its largest force on an atom is 3.37 eV/A. The HOMO energy (spin up / spin down) comes out at -14.59 / -14.59 eV. The energy relative to the best compared isomer or geometry (same formula, charge and spin) is 1.948 eV. The value obtained for the HOMO-LUMO gap (spin up / spin down) is 10.3 / 5.0 eV. Its charge is +1. As for the multiplicity: 2.

Element x y z (Å)
C1 -0.951 0.745 -1.976
C2 -1.458 0.393 -0.470
O1 -1.634 1.260 0.357
N1 -1.534 -0.915 -0.270
H1 0.135 0.757 -1.877
H2 -1.302 1.744 -2.209
H3 -2.012 -1.215 0.567
H4 -1.677 -1.565 -1.018
H5 -1.293 -0.107 -2.546
C3 2.208 -0.088 1.649
C4 2.746 -1.045 0.586
H6 2.315 0.949 1.346
H7 1.199 -0.441 1.889
H8 2.682 -0.143 2.630
H9 3.178 -1.954 1.011
H10 3.573 -0.658 -0.010
H11 1.957 -1.377 -0.090

Results of the natural (NBO) charge analysis, in e, for atoms 1 through 4: -0.57 0.65 -0.07 -0.70


8.
Molecular formula: C4H11NO2
Method: DFT, ωB97M-V with the def2-TZVPD basis set

Its largest force on an atom is 2.19 eV/A. The HOMO energy (spin up / spin down) comes out at 0.58 / -6.31 eV. The energy relative to the best compared isomer or geometry (same formula, charge and spin) is 0.233 eV. The value obtained for the HOMO-LUMO gap (spin up / spin down) is 3.4 / 10.1 eV. Its charge is -1. As for the multiplicity: 2.

Element x y z (Å)
C1 0.070 2.624 -0.743
C2 -0.500 1.191 -0.740
C3 0.669 0.184 -0.611
C4 0.208 -1.244 -0.652
N1 -0.590 -1.580 0.386
O1 0.539 -2.060 -1.509
H1 0.634 2.716 -1.676
H2 -0.745 3.332 -0.804
H3 0.753 2.701 0.095
H4 -1.071 1.025 -1.649
H5 -1.062 1.111 0.190
H6 1.190 0.423 0.316
H7 1.405 0.475 -1.346
H8 -0.672 -1.208 1.321
H9 -0.924 -2.527 0.233
H10 0.395 0.954 2.648
H11 0.038 -0.343 3.449
O2 -0.290 0.249 2.740

Results of the natural (NBO) charge analysis, in e, for atoms 1 through 4: -0.63 -0.39 -0.55 0.67


9.
Molecular formula: C4H11NO2
Method: DFT, ωB97M-V with the def2-TZVPD basis set

Its largest force on an atom is 5.02 eV/A. The HOMO energy (spin up / spin down) comes out at 0.20 / -3.41 eV. The energy relative to the best compared isomer or geometry (same formula, charge and spin) is 4.273 eV. The value obtained for the HOMO-LUMO gap (spin up / spin down) is 2.7 / 6.3 eV. Its charge is -1. As for the multiplicity: 2.

Element x y z (Å)
C1 0.448 -0.962 3.070
C2 -0.479 -1.269 1.854
C3 -0.020 -1.436 0.609
N1 -0.609 -1.055 -0.681
C4 0.286 -0.667 -1.562
H1 0.121 -1.723 3.812
H2 1.378 -0.832 2.510
H3 0.414 -0.023 3.746
H4 -1.678 -0.972 1.886
H5 0.903 -2.000 0.505
H6 -0.178 0.027 -2.453
H7 1.354 -0.871 -1.598
H8 0.459 6.695 0.394
H9 0.463 7.387 -0.903
O1 0.770 7.491 0.000
H10 -1.352 -3.737 -2.246
H11 -0.823 -2.675 -3.038
O2 -0.545 -3.477 -2.710

Results of the natural (NBO) charge analysis, in e, for atoms 1 through 4: -0.67 -0.36 -0.03 -0.62


10.
Molecular formula: C4H11NO2
Method: DFT, ωB97M-V with the def2-TZVPD basis set

Its largest force on an atom is 7.93 eV/A. The HOMO energy (spin up / spin down) comes out at 0.51 / -3.51 eV. The energy relative to the best compared isomer or geometry (same formula, charge and spin) is 2.454 eV. The value obtained for the HOMO-LUMO gap (spin up / spin down) is 3.5 / 7.4 eV. Its charge is -1. As for the multiplicity: 2.

Element x y z (Å)
C1 -0.161 -1.636 0.758
N1 0.740 -1.258 -0.257
C2 2.150 -1.642 0.185
C3 0.662 0.300 -0.435
C4 -0.723 0.570 -1.100
O1 -1.045 1.705 -1.180
H1 0.026 -1.198 1.797
H2 -1.215 -1.384 0.578
H3 -0.131 -2.735 0.987
H4 2.279 -2.714 0.245
H5 2.447 -1.267 1.146
H6 2.873 -1.248 -0.595
H7 1.412 0.693 -1.135
H8 0.710 0.884 0.462
H9 -1.139 -0.347 -1.711
H10 -1.737 2.386 0.520
H11 -1.631 1.026 1.265
O2 -1.536 1.941 1.404

Results of the natural (NBO) charge analysis, in e, for atoms 1 through 4: -0.44 -0.44 -0.42 -0.34


11.
Molecular formula: C4H11NO2
Method: DFT, ωB97M-V with the def2-TZVPD basis set

Its largest force on an atom is 1.87 eV/A. The HOMO energy (spin up / spin down) comes out at 0.22 / -3.00 eV. The energy relative to the best compared isomer or geometry (same formula, charge and spin) is 1.898 eV. The value obtained for the HOMO-LUMO gap (spin up / spin down) is 2.6 / 5.9 eV. Its charge is -1. As for the multiplicity: 2.

Element x y z (Å)
C1 -0.029 1.273 -2.270
C2 -0.624 0.750 -0.942
N1 0.187 -0.198 -0.255
C3 1.323 0.297 0.504
C4 2.665 0.158 -0.292
O1 2.606 -0.322 -1.488
H1 -0.881 1.735 -2.809
H2 0.766 1.991 -2.182
H3 0.193 0.384 -2.860
H4 -0.876 1.576 -0.277
H5 -1.529 0.232 -1.259
H6 0.605 -0.844 -0.924
H7 1.441 -0.290 1.420
H8 1.198 1.336 0.811
H9 3.384 0.916 0.088
H10 -3.381 -3.013 3.477
H11 -3.650 -2.596 4.882
O2 -3.399 -3.383 4.374

Results of the natural (NBO) charge analysis, in e, for atoms 1 through 4: -0.62 -0.19 -0.67 -0.30


12.
Molecular formula: C4H11NO2
Method: DFT, ωB97M-V with the def2-TZVPD basis set

Its largest force on an atom is 4.18 eV/A. The HOMO energy comes out at -8.37 eV. The energy relative to the best compared isomer or geometry (same formula, charge and spin) is 2.893 eV. The value obtained for the HOMO-LUMO gap is 9.1 eV.

Element x y z (Å)
C1 1.713 0.820 0.288
C2 1.076 -0.797 -0.505
N1 1.379 0.923 1.615
H1 0.354 0.744 1.760
H2 1.937 0.341 2.227
H3 1.151 1.506 -0.342
H4 2.784 0.817 0.104
H5 1.191 -1.613 0.208
H6 0.360 -1.206 -1.212
H7 1.977 -0.799 -1.121
C3 -2.111 -0.923 -0.681
C4 -1.258 0.130 -0.015
O1 -1.186 1.276 -0.792
O2 -1.226 0.246 1.218
H8 -1.170 2.033 -0.188
H9 -2.070 -1.854 -0.119
H10 -1.768 -1.102 -1.698
H11 -3.133 -0.542 -0.748

Results of the natural (NBO) charge analysis, in e, for atoms 1 through 4: -0.10 -0.80 -0.84 0.41


Question: Among the records above, which one has the lowest energy relative to the best compared isomer or geometry (same formula, charge and spin)?
Answer: number 8


Question: Look up the energy relative to the best compared isomer or geometry (same formula, charge and spin) of the fourth one.
Answer: 6.970 eV


Question: Number 9 is which compound?
Answer: C4H11NO2